Record 1
The following is a quantum chemistry calculation of a single N2O3S molecule at a distorted geometry, from OMol25.

```
6
Properties=species:S:1:pos:R:3:forces:R:3
N -2.004901 -0.128413 0.894471 4.0 1.1 -4.1
N -1.307053 0.158718 -0.007673 -4.7 -0.9 3.4
O 0.907803 1.239764 0.523606 2.5 0.2 -0.2
O 0.760381 -0.045542 -1.649701 1.9 0.2 -1.0
O 0.898220 -1.235020 0.460438 2.5 -1.9 1.0
S 0.745551 0.010494 -0.221141 -6.3 1.3 0.8
```
Positions in Å, forces in eV/Å.

Results
Relative energy (zero: lowest compared OMol25 entry of this formula, charge and spin) in kJ/mol: 0.0
Kohn-Sham gap (spin up / spin down) in eV: 7.47 / 7.52
2S+1: 3
HOMO energy (spin up / spin down) in eV: -7.73 / -13.58
Charge: 0


Record 2
The following is a quantum chemistry calculation of a molecular structure, C31H15Cl3F7IrNO2S, from OMol25.

```
61
Properties=species:S:1:pos:R:3:forces:R:3
Ir -0.723521 0.140596 0.580807 -0.3 0.0 0.4
F 6.038487 1.054105 0.863688 0.0 0.0 0.0
C 4.815033 0.684462 1.228936 0.0 0.0 0.0
C 3.911079 1.629489 1.683324 0.0 0.0 0.0
F 4.268354 2.910762 1.751291 0.0 0.0 0.0
C 2.640527 1.234172 2.052738 0.0 0.0 0.1
F 1.792993 2.172317 2.481409 0.0 0.0 0.0
C 2.229784 -0.092225 1.978400 0.1 -0.1 0.0
S 0.590852 -0.571734 2.383142 0.0 0.0 -0.1
C 3.164340 -1.017993 1.529642 0.0 0.0 0.0
F 2.825906 -2.304830 1.409665 0.0 0.0 0.0
C 4.441643 -0.645751 1.154104 0.0 0.0 0.0
F 5.310022 -1.553425 0.708428 0.0 0.0 0.0
F 2.567332 3.735797 -1.685741 0.0 0.0 0.0
C 2.159645 2.459008 -1.592056 0.0 0.0 0.0
C 1.184551 2.137190 -0.670385 0.0 0.0 0.1
C 0.751304 0.819064 -0.579616 -0.1 0.1 -0.1
C 1.329378 -0.160791 -1.414693 0.0 0.0 -0.1
C 2.303162 0.230801 -2.327758 0.0 0.0 0.0
F 2.858696 -0.677437 -3.153457 0.0 0.0 0.0
C 2.740030 1.531566 -2.439609 0.0 0.0 0.0
C 0.781419 -1.505054 -1.267345 0.0 0.0 0.0
C 1.196140 -2.668483 -1.915368 0.0 0.0 0.0
C 0.559202 -3.861089 -1.644646 0.0 0.0 0.0
C -0.483652 -3.898266 -0.725870 0.0 0.0 0.0
C -0.848668 -2.728401 -0.102746 0.0 0.0 0.0
N -0.234599 -1.569948 -0.376249 0.1 0.0 0.0
H 0.767386 2.913575 -0.041485 0.0 0.0 0.0
H 3.497259 1.810121 -3.157323 0.0 0.0 0.0
H 2.008035 -2.624304 -2.621650 0.0 0.0 0.0
H 0.877669 -4.765499 -2.146105 0.0 0.0 0.0
H -0.997776 -4.817057 -0.484956 0.0 0.0 0.0
H -1.637197 -2.674979 0.637260 0.0 0.0 0.0
Cl -4.590382 1.360510 6.705274 0.0 0.0 0.0
C -3.884316 0.788920 5.226464 0.0 0.0 0.0
C -4.096902 -0.551506 4.843599 0.0 0.0 0.0
C -3.562755 -1.030130 3.686532 0.0 0.0 0.0
Cl -3.828299 -2.675765 3.227323 0.0 0.0 0.0
C -2.760777 -0.219837 2.816703 0.0 0.0 -0.1
O -2.302827 -0.725141 1.743490 0.0 0.0 0.1
C -2.564447 1.134726 3.235298 0.0 0.0 0.0
C -1.849448 2.094806 2.476489 -0.1 0.0 0.0
O -1.196961 1.954302 1.419559 0.1 0.0 -0.1
C -3.143836 1.611164 4.441852 0.0 0.0 0.0
H -4.686577 -1.203687 5.473273 0.0 0.0 0.0
H -1.873923 3.117556 2.866859 0.0 0.0 0.0
H -2.985819 2.642295 4.731530 0.0 0.0 0.0
Cl 0.140382 0.204380 -6.449988 0.0 0.0 0.0
C -0.600311 0.254271 -4.876539 0.0 0.0 0.0
C -0.661025 1.456890 -4.187020 0.0 0.0 0.0
C -1.227264 1.482620 -2.925938 0.0 0.0 0.0
C -1.729534 0.324355 -2.327186 -0.1 -0.1 0.0
C -2.203237 0.336879 -0.916427 0.3 0.1 -0.3
C -1.692672 -0.857699 -3.064829 0.0 0.0 0.0
C -1.127081 -0.902744 -4.331348 0.0 0.0 0.0
H -0.259621 2.356087 -4.634385 0.0 0.0 0.0
H -1.254980 2.416546 -2.377224 0.0 0.0 0.0
H -2.959756 -0.423553 -0.721317 0.0 0.0 0.0
H -2.597872 1.324307 -0.653918 -0.1 0.0 0.0
H -2.095678 -1.768061 -2.633927 0.0 0.0 0.0
H -1.088900 -1.828247 -4.889977 0.0 0.0 0.0
```
Positions in Å, forces in eV/Å.

Results
Relative energy (zero: lowest compared OMol25 entry of this formula, charge and spin) in kJ/mol: 0.0
Kohn-Sham gap (spin up / spin down) in eV: 7.28 / 5.64
2S+1: 2
HOMO energy (spin up / spin down) in eV: -8.16 / -8.29
Charge: 0


Record 3
The following is a quantum chemistry calculation of a molecular structure, C33H62NNbO26P at a distorted geometry, from OMol25.

```
124
Properties=species:S:1:pos:R:3:forces:R:3
C 6.297614 -2.745470 4.211892 -0.1 0.3 -0.2
C 5.103540 -2.813511 4.099564 -0.1 -0.2 -0.1
C 3.643170 -2.827491 3.941583 0.3 0.2 0.1
C 3.119215 -1.380131 3.736807 0.0 -0.2 0.4
C 1.652316 -1.256021 4.185588 -0.8 -0.3 0.2
Nb 0.466143 0.314524 3.068434 2.1 -0.3 -1.6
C -1.064670 -1.288562 2.628157 -0.1 0.6 -0.1
C 1.332350 -0.155353 1.043718 -0.3 0.3 0.4
C 1.874778 -0.291940 -0.035787 -0.2 0.1 -0.1
N 1.762508 1.936300 3.400606 0.1 -0.6 0.1
C 1.932036 2.448065 4.730151 0.2 0.4 0.7
C 3.119781 2.006951 5.557643 0.0 0.4 -0.3
O 1.158365 3.261488 5.161981 -0.2 -0.1 -0.2
C 2.887863 2.080923 2.552569 0.0 0.2 -0.7
C 2.640763 2.908146 1.297654 -0.3 0.1 0.7
O 3.993862 1.651753 2.783511 0.1 0.0 0.3
P -0.892211 0.661839 5.289310 -0.1 -0.6 0.2
O -0.049912 0.525146 6.498138 0.1 0.3 0.0
O -2.085222 -0.484117 5.441819 0.1 0.8 -0.1
O -1.736263 2.067358 5.265427 -0.3 -0.5 0.0
H 7.333367 -2.509731 4.225603 0.1 -0.2 0.1
H 3.196988 -3.278904 4.829382 -0.1 0.1 0.0
H 3.375335 -3.456292 3.090795 -0.1 0.0 0.0
H 3.748392 -0.739883 4.352949 0.0 0.2 -0.2
H 3.301625 -1.119098 2.694796 0.0 0.2 0.0
H 1.606940 -1.164255 5.275450 0.0 0.1 0.0
H 1.149450 -2.207538 3.964791 -0.1 0.1 0.0
H -0.738772 1.430976 2.220026 -0.7 -0.2 0.7
H -1.125770 -1.987829 3.462174 0.0 -0.1 0.0
H -0.840275 -1.815960 1.698563 0.2 -0.1 0.1
H -2.047633 -0.833977 2.473266 0.0 -0.1 0.1
H 2.277867 -0.332122 -1.021496 0.1 -0.1 0.0
H 4.006026 2.461538 5.109828 0.1 -0.2 0.0
H 3.002648 2.425742 6.552031 -0.2 -0.1 0.1
H 3.231897 0.927860 5.581967 0.0 0.0 0.0
H 2.945034 2.338266 0.427254 0.0 0.1 -0.1
H 1.603246 3.230425 1.254406 0.0 -0.2 -0.2
H 3.247297 3.808019 1.424141 0.2 -0.1 -0.2
H -2.835395 -0.177920 4.916400 0.0 -0.2 -0.1
H -2.088392 2.154532 4.367978 0.2 0.3 0.0
C 0.885881 -3.763829 -2.381118 0.2 0.2 -0.2
O 0.121703 -4.973440 -2.478221 0.0 0.0 0.0
C -0.658354 -5.167202 -1.412558 0.1 -0.1 -0.1
O -0.739086 -4.425920 -0.473135 -0.2 -0.1 0.2
O -1.329322 -6.310166 -1.579885 0.0 0.0 0.0
C -2.211675 -6.633201 -0.500151 -0.1 -0.1 0.1
H 1.479224 -3.688257 -3.288161 -0.1 -0.2 -0.1
H 0.226950 -2.900523 -2.309293 0.0 0.0 0.1
H 1.546671 -3.797967 -1.517626 -0.1 0.1 0.1
H -2.974380 -5.866405 -0.381974 0.0 0.0 0.0
H -1.654198 -6.752163 0.426911 0.0 0.1 0.0
H -2.685723 -7.573696 -0.765203 0.1 0.0 -0.1
C 5.496338 -0.894441 -3.627384 0.1 -0.1 0.1
O 4.090213 -0.680460 -3.762091 0.0 -0.1 0.1
C 3.741966 0.160628 -4.735208 -0.1 0.0 0.0
O 4.491774 0.731993 -5.482688 0.0 0.0 0.0
O 2.413724 0.249065 -4.729030 -0.1 0.0 0.0
C 1.857038 1.124897 -5.711210 -0.2 0.1 -0.1
H 5.620754 -1.593775 -2.805853 -0.1 0.0 0.0
H 5.908236 -1.325953 -4.538043 0.0 0.1 0.0
H 6.005602 0.037393 -3.389352 0.0 0.0 -0.1
H 2.109622 0.795028 -6.717011 0.1 0.0 0.0
H 2.203654 2.144441 -5.552655 0.1 0.0 -0.1
H 0.778771 1.089737 -5.582357 0.0 -0.1 0.1
C 6.735292 3.118888 3.827982 -0.1 -0.2 0.0
O 7.721908 4.163203 3.805604 0.1 0.0 0.0
C 7.271373 5.350523 4.191117 0.0 -0.1 0.0
O 6.151436 5.610246 4.542745 0.0 0.0 0.0
O 8.284456 6.224199 4.122907 0.0 0.0 0.0
C 7.930874 7.549707 4.514002 0.1 0.2 0.0
H 7.230886 2.213726 3.491674 0.1 0.1 0.0
H 6.360955 2.969835 4.838630 0.0 0.1 0.0
H 5.913688 3.344105 3.153479 0.0 0.0 0.1
H 7.595067 7.569691 5.549391 -0.1 0.0 0.0
H 7.154264 7.949393 3.864133 -0.1 0.0 0.1
H 8.831682 8.149241 4.413447 0.1 -0.1 0.0
C -7.627373 -4.776177 -4.188411 -0.2 0.0 -0.1
O -6.420981 -4.019371 -4.287727 0.0 0.0 0.0
C -5.430440 -4.468230 -3.512727 0.0 0.1 0.0
O -5.490268 -5.420752 -2.779876 0.0 0.0 0.0
O -4.373535 -3.682423 -3.692781 0.0 0.0 0.0
C -3.230597 -4.052878 -2.912414 0.2 0.1 0.1
H -8.338835 -4.307050 -4.862093 0.1 0.1 0.0
H -7.461329 -5.807297 -4.495592 0.0 0.0 0.1
H -8.016596 -4.747809 -3.172339 0.1 -0.1 0.0
H -2.892628 -5.052798 -3.174237 -0.1 0.0 0.0
H -3.457452 -3.991933 -1.849716 0.0 -0.1 0.0
H -2.448607 -3.336319 -3.148511 -0.1 0.1 -0.1
C -3.187159 0.251383 -4.837133 0.0 -0.2 0.0
O -2.394981 1.432317 -4.674094 0.0 0.0 0.0
C -3.019079 2.426038 -4.042211 0.1 0.0 0.0
O -4.146245 2.405886 -3.628259 0.0 0.0 0.0
O -2.169493 3.452850 -3.951093 -0.1 0.0 0.1
C -2.703514 4.599103 -3.282490 0.0 0.2 0.1
H -2.561788 -0.466210 -5.360293 0.1 0.1 0.0
H -3.474271 -0.154742 -3.869379 -0.1 0.1 0.0
H -4.073530 0.463393 -5.432022 0.0 0.0 0.1
H -2.971364 4.354441 -2.256940 -0.1 0.0 0.0
H -3.569505 4.986275 -3.816488 -0.1 -0.1 0.0
H -1.914610 5.346608 -3.280734 0.1 -0.1 0.0
C -4.491491 -1.638179 6.315285 0.0 0.0 0.1
O -5.541490 -2.549250 6.690171 0.0 0.0 0.0
C -6.613738 -2.504530 5.914093 0.1 0.0 0.1
O -6.779878 -1.789516 4.960053 0.0 0.0 0.0
O -7.500537 -3.399326 6.371243 0.0 0.0 0.0
C -8.709351 -3.453477 5.617590 -0.1 -0.1 0.0
H -3.682610 -1.773736 7.022080 -0.1 -0.1 0.0
H -4.135607 -1.870757 5.316468 -0.1 0.0 0.0
H -4.847561 -0.610983 6.369657 0.0 0.0 -0.1
H -8.508995 -3.740804 4.586691 0.0 0.1 0.0
H -9.223208 -2.493819 5.642411 0.0 0.0 -0.1
H -9.331196 -4.209448 6.089776 0.1 0.0 0.1
C -0.151925 4.366202 -6.226294 0.1 0.2 0.1
O -0.212389 3.403881 -7.284763 0.1 0.0 0.0
C -1.051743 3.718762 -8.265903 0.0 -0.1 0.1
O -1.729744 4.710724 -8.329791 0.0 0.0 0.0
O -1.015021 2.740787 -9.174200 0.0 0.0 0.0
C -1.878231 2.949527 -10.292144 -0.1 -0.1 -0.2
H 0.559829 3.987669 -5.498896 0.0 -0.1 -0.1
H 0.194221 5.328411 -6.601291 -0.1 0.0 -0.1
H -1.121542 4.467411 -5.753816 0.0 0.1 -0.1
H -1.601056 3.855334 -10.828450 -0.1 0.0 0.1
H -2.916444 3.009369 -9.970594 0.0 0.1 0.0
H -1.749228 2.089194 -10.942655 0.1 0.0 0.1
```
Positions in Å, forces in eV/Å.

Results
Kohn-Sham gap in eV: 6.94
2S+1: 1
HOMO energy in eV: -5.44
Charge: -1